No. 1
ORCA calculation (ωB97M-V/def2-TZVPD) on C4H11N2OPS as an isolated structure at a distorted geometry.

Geometry as XYZ:
```
20
Properties=species:S:1:pos:R:3:forces:R:3
H 2.0302 -1.9915 0.4465 -1.54 -0.68 -0.53
H -0.0625 2.2915 2.1225 0.27 0.83 0.04
H -1.9580 1.9927 -0.9378 0.08 1.01 0.29
C -0.3686 1.2814 2.0172 1.80 -3.33 0.47
C -1.0531 2.2369 -0.3687 1.65 -1.35 0.51
P 0.0183 -1.6938 -0.7671 0.79 1.29 -0.20
N 0.7012 -1.4846 -2.2900 -2.71 -1.14 0.34
H -1.1406 0.9889 2.7226 -0.09 0.31 0.12
H 0.7367 -3.1527 0.8553 0.56 0.89 -0.67
C -0.8467 0.9480 0.5882 -2.05 -1.78 -0.55
O -1.3444 -2.2640 -0.7388 0.73 -0.01 -0.24
H -1.7390 0.1540 0.5440 0.57 2.38 0.71
H -0.9663 3.1235 0.3387 -0.70 -0.97 -1.39
H 0.5725 0.5562 2.2515 -2.10 1.98 -0.35
H 0.4706 -2.2521 -2.9069 -0.92 -0.23 0.12
H 1.5848 -1.2574 -2.6194 2.15 1.33 0.69
N 1.1251 -2.4646 0.1814 0.47 -0.27 1.34
C 0.0510 0.0387 -0.0210 6.52 0.66 -2.27
S 2.3463 0.7549 -0.3494 -4.35 -1.46 0.71
H -0.1575 2.1940 -1.0690 -1.15 0.54 0.84
```
Forces are in eV/Å.

* energy above the lowest of the compared OMol25 structures with the same formula, charge and spin: 4.693 eV
* net charge: 0
* DFT total energy: -1083.16364 a.u.

No. 2
ORCA calculation (ωB97M-V/def2-TZVPD) on an isolated ion of composition C4H11N2OS and charge +1 at a distorted geometry.

Geometry as XYZ:
```
19
Properties=species:S:1:pos:R:3:forces:R:3
H 3.4972 0.3116 -0.6283 -0.14 -0.62 0.28
H 1.7279 -1.8665 1.0541 -0.61 0.28 0.05
C -1.8310 0.8505 0.1925 -1.59 0.31 3.24
N -2.4598 -0.3052 0.7720 -0.30 -1.55 0.24
H -0.0184 -1.9466 -0.4916 0.19 0.39 -0.28
H -1.9292 -0.8721 1.4207 0.44 0.21 -0.26
H -3.3429 -0.1420 1.2710 0.53 0.41 -0.76
H -2.2594 1.0466 -0.7978 0.32 0.08 -0.06
H 1.2202 -1.6653 -1.7067 0.03 0.43 0.26
H -2.1436 1.6766 0.8626 0.68 0.44 -0.57
C -0.3629 0.8752 -0.0907 -0.54 -0.84 -6.13
S 3.4493 -0.9166 -0.0221 0.31 0.84 -0.32
O 0.2002 2.0790 -0.1435 -1.29 -2.02 2.31
C 1.6945 -0.9999 0.3864 0.82 -0.09 -0.84
H -0.2463 2.3931 0.6756 0.54 1.73 -0.48
H 0.6394 0.7414 -1.6235 0.59 -1.04 -0.84
C 0.7557 -1.2241 -0.8171 -1.30 -0.91 0.39
H 1.3734 -0.0706 0.8751 0.13 -0.42 0.50
N 0.0356 0.0348 -1.1887 1.20 2.36 3.27
```
Forces are in eV/Å.

* structure (SMILES): NC/C(O)=[NH+]\CCS
* energy above the lowest of the compared OMol25 structures with the same formula, charge and spin: 3.891 eV
* net charge: +1
* DFT total energy: -741.59334 a.u.

No. 3
ORCA calculation (ωB97M-V/def2-TZVPD) on an isolated ion of composition C4H11N2OS and charge +1 at a distorted geometry.

Geometry as XYZ:
```
19
Properties=species:S:1:pos:R:3:forces:R:3
H 1.5818 -0.3197 -1.9220 -0.19 0.18 0.04
C 0.8905 -0.5628 0.1365 -0.56 -0.56 0.27
H -2.8156 -1.9915 -0.5928 -0.52 -0.12 0.08
H -1.3581 1.5521 1.4487 0.10 0.18 0.00
C 1.9180 -0.1511 -0.8990 0.00 0.02 -0.28
C -0.3963 0.2675 0.1261 -0.94 -0.61 0.51
H 0.3480 1.8143 1.2605 -0.09 0.27 0.08
S 2.3913 1.6007 -0.6708 0.13 -0.10 0.11
C -1.7463 -0.5255 0.2193 1.15 0.48 0.48
H 0.5827 -1.6122 0.1147 0.25 -0.12 -0.67
N -0.4211 1.1450 1.3515 0.05 0.04 -0.53
H 1.3285 -0.5420 1.1378 0.14 0.44 0.00
H 2.8199 -0.7557 -0.8249 0.08 0.13 0.27
H 1.4842 2.1716 -1.4741 -0.01 -0.11 -0.11
H -1.2773 -1.9449 -1.2683 0.03 0.63 0.28
H -0.2805 0.5929 2.1958 0.03 -0.15 0.03
O -2.5129 -0.1808 1.0958 -0.39 -0.13 -0.15
N -1.9693 -1.4689 -0.6971 0.13 -0.63 -0.37
H -0.5674 0.9110 -0.7377 0.61 0.15 -0.03
```
Forces are in eV/Å.

* structure (SMILES): NC(=O)[C@@H]([NH3+])CCS
* energy above the lowest of the compared OMol25 structures with the same formula, charge and spin: 0.225 eV
* net charge: +1
* DFT total energy: -741.72806 a.u.

No. 4
ORCA calculation (ωB97M-V/def2-TZVPD) on C4H11N2OS as an isolated structure at a distorted geometry.

Geometry as XYZ:
```
19
Properties=species:S:1:pos:R:3:forces:R:3
H -3.9910 -1.8600 3.4326 0.05 0.04 0.05
C -0.1654 -0.0157 -1.3144 0.99 0.99 -0.36
H -3.5815 -1.4120 3.8640 -0.04 -0.04 -0.06
H 0.0758 0.8446 -1.9495 -0.71 -0.11 -0.27
O 2.5949 0.1334 -0.7457 0.27 1.90 0.49
H -2.3843 0.4254 -1.4594 0.76 0.18 0.34
H 2.8657 2.5771 0.3188 -0.05 -0.27 0.34
C 0.4290 0.3986 0.0492 -1.65 0.38 0.37
N 1.9672 2.1225 0.5609 2.00 -2.12 0.21
C 1.8774 0.9287 -0.1340 -1.91 -2.75 -3.95
H 0.3924 -0.8290 -1.7667 0.02 -0.32 0.16
H 2.3136 1.0480 1.0381 0.62 3.27 2.75
H 1.1683 -1.3802 0.7942 -0.18 -0.36 -0.41
C -1.6604 -0.3934 -1.2294 -1.16 -0.62 0.06
N 0.4678 -0.6682 0.9814 -0.47 -0.01 -0.32
H -1.9100 -1.1766 -1.9685 0.41 0.14 0.51
H -0.4722 -1.0341 1.2338 -0.09 0.04 1.12
H -0.2243 1.1875 0.4608 0.33 -0.29 -0.05
S -2.1996 -0.9255 0.4088 0.82 -0.04 -1.00
```
Forces are in eV/Å.

* energy above the lowest of the compared OMol25 structures with the same formula, charge and spin: 8.553 eV
* net charge: +1
* DFT total energy: -741.42201 a.u.

No. 5
ORCA calculation (ωB97M-V/def2-TZVPD) on an isolated ion of composition C4H11N2S and charge -1 at a distorted geometry.

Geometry as XYZ:
```
18
Properties=species:S:1:pos:R:3:forces:R:3
C -0.7523 -0.1958 -1.0088 0.92 -2.79 -0.47
N 0.3196 2.4847 -0.3514 -0.17 0.63 0.70
H -0.1404 -2.7652 0.5885 -0.40 -0.02 -0.18
H 0.8780 0.7988 0.7627 0.73 0.11 0.26
C 1.0798 1.2329 -0.2248 -1.25 -0.50 -0.37
H -0.6797 2.3219 -0.2387 0.05 -0.42 -0.32
H -1.3379 -0.0362 1.1000 0.12 0.08 0.39
H -1.8983 -1.4893 0.2406 -0.16 0.54 0.28
C -1.0511 -0.8022 0.3919 0.48 -0.86 -0.96
S 0.1804 -1.8866 2.7847 -0.16 0.33 -0.55
H 1.1073 -1.6462 0.5596 -0.54 0.88 -0.05
H -1.5220 0.4527 -1.3934 -0.06 1.03 0.27
N 0.6083 0.2484 -1.2125 0.96 2.45 -0.21
C 0.0688 -1.7486 0.9290 0.29 -0.63 0.76
H 2.1231 1.5330 -0.3979 -0.18 -0.65 0.14
H 1.3268 -0.4538 -1.2931 -0.61 -0.46 0.05
H 0.5086 2.9549 0.5378 0.14 0.29 -0.33
H -0.8189 -1.0033 -1.7741 -0.17 0.00 0.58
```
Forces are in eV/Å.

* structure (SMILES): NCNCCC[S-]
* energy above the lowest of the compared OMol25 structures with the same formula, charge and spin: 1.366 eV
* net charge: -1
* DFT total energy: -666.69635 a.u.

No. 6
ORCA calculation (ωB97M-V/def2-TZVPD) on an isolated ion of composition C4H11N2S and charge -2 at a distorted geometry.

Geometry as XYZ:
```
18
Properties=species:S:1:pos:R:3:forces:R:3
H -1.0861 2.1916 -0.9661 0.32 0.37 0.41
H -0.8776 -1.3306 2.6555 -0.18 -0.95 0.19
H -0.8637 -0.3629 -2.4871 -0.35 0.88 0.10
H 1.2600 0.3964 -1.0126 -0.23 -0.88 -0.59
H 0.6433 -2.5069 2.3711 -0.73 -0.37 0.34
H 0.6986 -0.9521 3.1998 -0.05 -0.19 0.15
H 0.7137 2.3817 -1.3619 -0.36 0.66 0.24
N 0.4286 -0.9158 1.0961 0.04 -0.66 -0.27
C -0.2098 1.8243 -1.4975 -0.33 -1.10 -0.55
H -0.0244 -1.4100 -1.7820 -0.19 -0.27 0.80
H 0.4034 1.1818 1.1538 0.04 0.31 -0.41
C 0.1554 0.4057 -0.9180 -0.32 1.54 0.18
H 1.1479 -1.3656 0.5570 -0.02 0.22 0.09
N -0.6520 -0.6431 -1.5271 1.07 -0.92 -1.01
H -1.1349 0.3717 0.8126 -0.06 0.24 -0.20
S -0.7111 1.9014 -3.2892 0.43 -0.04 0.27
C -0.0602 0.3557 0.5884 -0.13 -1.05 1.14
C 0.1687 -1.5233 2.4071 1.06 2.22 -0.90
```
Forces are in eV/Å.

* ⟨S²⟩: 0.75
* energy above the lowest of the compared OMol25 structures with the same formula, charge and spin: 0.755 eV
* net charge: -2
* DFT total energy: -666.55622 a.u.
* spin multiplicity: 2